No. 1
26
Properties=species:S:1:pos:R:3:forces:R:3 method="wB97M-V/def2-TZVPD" homo_energy_ha=-0.464 smiles="O=C1NC=[NH+][C@@]12C=CCc1ccccc12" relative_energy_kcal_mol=0.0 total_charge=+1 largest_force_ev_per_a=5.768 total_energy_ha=-648.31569 orbital_gap_ev=8.582 multiplicity=1
H -0.267 2.585 -3.226 0.9 0.1 -0.7
C -1.737 -0.507 -0.116 -1.2 -3.4 1.9
C 1.561 1.103 0.252 -1.3 0.3 0.6
H -1.218 3.663 -1.460 -1.6 2.9 -0.3
C -0.102 -2.573 1.145 -2.1 1.1 0.9
H 1.176 0.496 -2.197 1.7 -1.0 -1.6
C 1.916 -1.215 0.931 -2.8 0.6 -0.2
H 0.584 -3.066 1.856 -0.8 -0.7 -0.8
O -1.317 2.453 0.926 -0.4 0.2 1.7
H -1.860 -3.668 1.517 -0.8 0.5 -0.6
C 2.311 0.175 0.835 1.0 1.5 -1.3
H -3.303 -1.913 0.170 -1.5 -0.2 0.3
H 2.354 -1.760 0.094 0.6 -0.6 0.7
N -0.820 2.818 -1.288 3.2 -4.6 0.5
H -2.375 0.299 -0.428 -0.2 0.0 -0.4
C -0.392 -0.389 0.062 -0.1 0.2 0.6
H 3.347 0.456 1.060 -0.4 -0.1 0.3
C -1.515 -2.753 1.026 1.2 0.9 -0.2
C -0.097 2.180 -2.245 -1.7 0.3 -0.5
C -0.711 2.108 -0.008 -0.7 1.0 -2.5
C 0.148 0.920 -0.245 3.4 -1.1 -1.8
C -2.301 -1.721 0.405 1.9 -0.5 -0.5
H 2.053 -1.491 1.968 0.8 -1.0 -0.1
H 1.777 2.132 0.210 1.3 1.1 0.0
C 0.375 -1.365 0.713 2.3 0.2 -0.7
N 0.413 1.033 -1.956 -2.8 2.1 4.6

=====

No. 2
31
Properties=species:S:1:pos:R:3:forces:R:3 method="wB97M-V/def2-TZVPD" homo_energy_ha=-0.307 smiles="Nc1nnc(SCC(=O)OCC(=O)c2ccccc2)s1" relative_energy_kcal_mol=0.0 total_charge=0 largest_force_ev_per_a=1.846 total_energy_ha=-1650.23736 orbital_gap_ev=8.648 multiplicity=1
H -1.494 0.614 -4.252 0.0 0.0 -0.1
C -1.178 1.130 -3.358 -0.1 0.0 -0.1
O -2.934 0.136 0.600 -0.1 0.1 0.0
N 2.614 -2.799 2.318 1.4 -1.0 0.7
H -0.037 2.965 -0.165 0.0 0.0 0.1
N 4.612 -3.640 1.444 0.6 -0.3 -0.1
O -1.517 1.643 1.461 0.3 0.3 0.2
C -2.429 2.679 1.118 -0.6 0.2 0.0
H -0.191 -0.237 2.301 -0.1 0.0 0.0
C -2.769 2.734 -0.377 0.0 0.0 0.5
H 1.627 2.126 -1.760 0.1 0.0 0.0
H -3.177 1.480 -2.652 -0.1 0.0 0.0
C 0.171 1.311 -3.100 0.1 0.1 0.1
H 4.761 -4.162 2.292 0.0 0.0 0.0
H -1.255 -1.564 1.721 -0.1 0.1 0.1
C -1.892 0.406 1.128 0.1 -0.5 0.1
H 5.042 -3.987 0.605 0.0 -0.1 0.1
C 0.576 1.977 -1.955 0.1 0.1 -0.1
N 1.540 -2.085 1.993 -1.2 0.8 -0.4
C -0.820 -0.594 1.489 0.3 -0.1 -0.2
C -1.720 2.260 -1.304 0.3 -0.1 -0.6
C -2.122 1.612 -2.472 0.0 0.0 0.2
H -1.950 3.613 1.422 0.0 -0.1 0.0
S 0.247 -0.797 0.015 -0.3 0.2 -0.1
H 0.909 0.935 -3.793 0.1 0.0 -0.1
S 2.887 -2.282 -0.190 -0.2 -0.1 0.9
H -3.368 2.556 1.669 0.1 0.1 -0.1
C 1.502 -1.732 0.760 0.3 -0.1 -0.3
C -0.362 2.444 -1.052 -0.2 0.1 -0.1
O -3.839 3.155 -0.740 0.1 0.0 0.1
C 3.427 -3.005 1.341 -0.6 0.6 -0.8

=====

No. 3
31
Properties=species:S:1:pos:R:3:forces:R:3 method="wB97M-V/def2-TZVPD" homo_energy_ha=-0.299 smiles="C/C(N)=C(/C#N)C(=O)CSc1n[nH]c(-c2cccs2)n1" relative_energy_kcal_mol=0.5 total_charge=0 largest_force_ev_per_a=1.098 total_energy_ha=-1609.27856 orbital_gap_ev=8.472 multiplicity=1
H -6.489 1.523 -0.085 -0.2 0.1 0.0
H 0.751 -0.552 -2.053 0.2 0.1 0.0
N 5.110 1.502 1.154 -0.1 0.0 0.0
S 1.384 -1.982 -0.238 0.5 -0.2 -0.2
N -1.951 -1.278 1.381 -0.2 0.3 -0.6
C -4.701 1.499 -1.358 -0.3 0.1 0.1
C 2.060 0.584 -0.767 -0.2 -0.1 -0.2
H -2.592 -1.389 2.151 0.1 0.0 -0.1
N 5.032 -1.312 -0.735 0.3 -0.3 0.0
C -3.269 0.140 -0.157 -1.0 0.5 -0.1
C -0.203 -1.486 0.262 -0.7 0.2 0.4
C 3.867 1.566 0.651 0.1 -0.2 -0.1
C 4.266 -0.489 -0.495 0.2 -0.1 0.0
S -4.695 0.174 0.836 0.3 0.2 -0.6
H 2.802 3.332 0.158 0.0 0.0 0.0
O 1.275 1.506 -0.655 0.0 0.0 0.0
C 3.396 0.574 -0.187 -0.1 0.7 0.3
H -5.019 2.130 -2.168 -0.1 0.1 -0.1
C -5.486 1.202 -0.289 0.1 -0.1 0.2
C 3.043 2.740 1.040 -0.1 0.2 0.1
H 5.703 0.718 0.931 0.1 0.0 0.0
H 5.449 2.206 1.785 0.0 -0.1 -0.1
N -1.011 -0.727 -0.506 -0.5 0.2 -0.2
H 3.564 3.361 1.766 0.1 0.0 0.0
H 2.091 2.411 1.451 0.0 0.0 0.0
H 2.481 -1.063 -2.133 0.0 0.0 0.0
C -2.107 -0.599 0.220 0.8 -0.6 0.4
H -2.655 1.002 -2.021 0.2 0.0 -0.1
N -0.734 -1.844 1.416 0.7 -0.4 0.3
C 1.679 -0.688 -1.500 -0.4 -0.2 0.3
C -3.432 0.895 -1.288 0.3 -0.3 0.4